C33H28CsN7O5 as an isolated structure. Source: the OMol25 dataset; level of theory: ωB97M-V with the def2-TZVPD basis set.

Summary:
Kohn-Sham gap (eV): 5.2
LUMO energy (eV): 3.78
HOMO level (eV): -1.4169
ΔE to the lowest compared entry with this formula, charge and spin (kcal/mol): 51.2
Charge: -2
Multiplicity: 1

The geometry in XYZ format:
```
74
C33H28CsN7O5, DFT ωB97M-V with the def2-TZVPD basis set
Cs -0.162 -0.582 0.112
C 2.072 1.752 -0.743
C 1.389 2.909 -0.087
C 1.850 4.211 -0.241
C 1.177 5.232 0.400
C 0.083 4.928 1.185
C -0.306 3.593 1.303
N 0.325 2.621 0.660
C -1.435 3.197 2.200
C -1.980 4.128 3.092
C -3.011 3.737 3.917
C -3.468 2.435 3.853
C -2.857 1.554 2.960
N -1.868 1.941 2.156
C -3.282 0.119 2.901
C -4.302 -0.381 3.719
C -4.608 -1.726 3.654
C -3.909 -2.542 2.782
C -2.919 -1.973 1.986
C -2.156 -2.803 0.989
N -2.628 -0.674 2.061
H 2.977 2.053 -1.270
H 1.398 1.278 -1.459
H 2.338 1.020 0.020
H 2.727 4.405 -0.844
H 1.512 6.258 0.306
H -0.437 5.719 1.703
H -1.580 5.126 3.165
H -3.444 4.436 4.622
H -4.265 2.114 4.507
H -4.843 0.255 4.402
H -5.387 -2.138 4.285
H -4.119 -3.601 2.711
H -2.416 -3.857 1.080
H -1.079 -2.701 1.133
H -2.389 -2.459 -0.022
C 2.509 -2.878 3.278
O 2.588 -4.174 2.679
C 2.924 -4.194 1.336
C 3.872 -5.106 0.943
C 4.229 -5.243 -0.403
C 3.624 -4.417 -1.327
C 2.669 -3.456 -0.969
C 2.114 -2.663 -2.064
N 1.501 -1.543 -1.971
N 1.227 -0.961 -3.221
C 0.144 -0.203 -3.241
O -0.734 -0.063 -2.355
C 0.000 0.589 -4.528
C 0.845 0.401 -5.622
C 0.680 1.149 -6.778
C -0.331 2.101 -6.858
C -1.175 2.292 -5.774
C -1.014 1.537 -4.619
C 2.235 -3.342 0.397
O 1.275 -2.595 0.765
H 2.654 -3.023 4.350
H 1.554 -2.399 3.084
H 3.299 -2.227 2.897
H 4.328 -5.724 1.709
H 4.972 -5.972 -0.704
H 3.892 -4.500 -2.378
H 2.272 -3.091 -3.062
H 1.630 -0.338 -5.535
H 1.343 0.991 -7.622
H -0.458 2.689 -7.760
H -1.966 3.033 -5.826
H -1.666 1.658 -3.763
O 1.823 3.697 4.133
N 2.198 2.868 3.265
O 2.450 1.714 3.658
N -2.357 -2.313 -3.195
C -2.663 -1.478 -2.409
H -1.485 -2.404 -3.709
```